Density functional theory data (wB97M-V/def2-TZVPD) for a molecular structure, C7H28CuN14O7 in a non-equilibrium geometry.

Properties
LUMO energy in Eh: -0.07204
Net charge: +1
HOMO level in eV: -10.5
HOMO-LUMO gap in eV: 8.499

```
57
C7H28CuN14O7 | the OMol25 dataset | wB97M-V/def2-TZVPD
Cu -0.153 -0.249 -0.023
C 0.229 -3.099 1.958
O -0.053 -2.105 1.307
N -0.721 -3.927 2.487
N 1.504 -3.516 2.189
H -1.673 -3.648 2.338
H -0.484 -4.777 2.961
H 2.308 -2.963 1.969
H 1.559 -4.099 3.009
C -2.052 -0.995 -2.666
O -1.578 -0.186 -1.861
N -3.343 -0.877 -3.068
N -1.437 -2.135 -3.053
H -3.737 -1.586 -3.657
H -3.868 -0.098 -2.717
H -0.529 -2.325 -2.650
H -1.844 -2.701 -3.774
C 1.868 1.120 2.695
O 1.920 0.397 1.707
N 2.647 2.235 2.823
N 0.961 0.935 3.688
H 3.548 2.288 2.390
H 2.340 2.924 3.485
H 0.825 1.574 4.450
H 0.326 0.159 3.620
C -1.936 3.559 -1.912
O -2.901 3.352 -2.637
N -1.633 4.799 -1.414
N -1.137 2.548 -1.475
H -0.982 4.897 -0.660
H -2.105 5.607 -1.773
H -0.206 2.703 -1.143
H -1.450 1.640 -1.785
C -3.272 0.821 1.411
O -2.197 0.380 1.064
N -4.449 0.599 0.754
N -3.460 1.615 2.531
H -4.422 0.022 -0.068
H -5.220 1.242 0.787
H -2.730 1.648 3.219
H -4.396 1.552 2.898
C 2.478 1.453 -1.307
O 1.322 1.052 -1.233
N 2.965 2.456 -0.528
N 3.367 0.873 -2.165
H 2.357 2.707 0.233
H 3.820 2.943 -0.717
H 4.357 0.980 -2.044
H 3.003 0.041 -2.600
C 2.103 -2.499 -1.349
O 1.205 -1.893 -1.917
N 2.440 -3.799 -1.615
N 2.881 -1.932 -0.378
H 1.949 -4.199 -2.397
H 3.407 -4.047 -1.493
H 2.668 -1.025 0.013
H 3.611 -2.438 0.090
```

Density functional theory data (wB97M-V/def2-TZVPD) for a single C9H15ClSi molecule in a non-equilibrium geometry.

Properties
LUMO energy in Eh: 0.02177
SMILES: CC1=CC(Cl)([SiH](C)C)C=C1C
HOMO level in eV: -8.2
HOMO-LUMO gap in eV: 8.839

```
26
C9H15ClSi | the OMol25 dataset | wB97M-V/def2-TZVPD
C -0.815 -1.282 -2.168
C -0.040 -0.344 -1.306
C 1.064 -0.750 -0.582
C 1.665 0.393 0.058
Cl 3.404 0.592 -0.045
Si 0.814 0.511 1.849
C 1.862 -0.646 3.040
C -1.044 -0.044 1.872
C 0.832 1.677 -0.722
C -0.158 1.075 -1.422
C -1.128 1.863 -2.318
H -1.748 -1.512 -1.679
H -0.273 -2.142 -2.375
H -1.226 -0.770 -3.044
H 1.381 -1.744 -0.422
H 0.669 1.842 2.238
H 2.684 -1.117 2.447
H 2.355 -0.055 3.808
H 1.229 -1.415 3.400
H -1.225 -1.126 2.099
H -1.769 0.493 2.579
H -1.466 0.129 0.922
H 1.070 2.767 -0.747
H -0.965 1.656 -3.371
H -0.898 3.002 -2.169
H -2.183 1.477 -2.163
```

Density functional theory data (wB97M-V/def2-TZVPD) for 2 unconnected molecules or ions with the total composition C11H5Cl4N2O4 in a non-equilibrium geometry.

Properties
LUMO energy in Eh: -0.01028
Net charge: -1
HOMO level in eV: -3.5
HOMO-LUMO gap in eV: 3.214

```
26
C11H5Cl4N2O4 | the OMol25 dataset | wB97M-V/def2-TZVPD
Cl -2.465 -1.661 4.668
C -2.655 -0.535 3.393
C -1.557 0.168 2.924
Cl -0.003 -0.046 3.580
C -1.642 1.149 1.838
O -0.699 1.823 1.463
C -3.055 1.351 1.214
O -3.204 2.143 0.291
C -4.146 0.566 1.782
Cl -5.675 0.820 1.080
C -3.958 -0.335 2.819
Cl -5.286 -1.228 3.425
C 2.318 -2.159 -3.009
C 2.335 -0.871 -2.272
C 1.410 -0.547 -1.281
N 1.343 0.557 -0.567
C 2.290 1.554 -0.798
O 2.342 2.618 -0.206
N 3.229 1.261 -1.795
C 3.358 0.122 -2.569
O 4.264 0.030 -3.398
H 3.139 -2.185 -3.729
H 2.418 -3.008 -2.319
H 1.367 -2.295 -3.542
H 0.626 -1.285 -1.043
H 3.905 1.992 -1.948
```

Density functional theory data (wB97M-V/def2-TZVPD) for a single C4H6N2 molecule in a non-equilibrium geometry.

Properties
LUMO energy in Eh: 0.03255
SMILES: N#CCN1CC1
HOMO level in eV: -10.0
HOMO-LUMO gap in eV: 10.913

```
12
C4H6N2 | the OMol25 dataset | wB97M-V/def2-TZVPD
N -1.903 1.882 1.917
C -1.311 1.473 1.011
C -0.570 0.964 -0.154
N 0.578 0.183 0.262
C 1.137 -0.680 -0.760
C 0.386 -1.251 0.386
H -1.276 0.404 -0.793
H -0.216 1.825 -0.732
H 2.222 -0.719 -0.795
H 0.644 -0.702 -1.732
H -0.601 -1.662 0.175
H 0.911 -1.718 1.216
```

Density functional theory data (wB97M-V/def2-TZVPD) for a molecular structure, C44H39AsBiGeN5O4 in a non-equilibrium geometry.

Properties
LUMO energy (spin up / spin down) in Eh: 0.14614 / 0.14501
Net charge: -2
HOMO level (spin up / spin down) in eV: -1.0 / -1.5
HOMO-LUMO gap (spin up / spin down) in eV: 5.015 / 5.465

```
95
C44H39AsBiGeN5O4 | the OMol25 dataset | wB97M-V/def2-TZVPD
Bi -0.660 1.907 -0.751
N 3.017 4.675 0.882
C 2.201 3.962 0.047
N 1.375 3.086 0.474
C 1.239 2.868 1.860
N 0.155 2.414 2.390
N -0.849 2.124 1.521
C -2.079 2.001 2.008
C -3.182 1.943 1.119
C -4.527 1.998 1.557
C -5.541 2.055 0.643
C -5.249 2.071 -0.733
C -3.931 1.969 -1.115
N -2.932 1.858 -0.228
C 2.357 3.279 2.714
C 2.566 2.809 4.004
C 3.637 3.265 4.756
C 4.523 4.195 4.216
C 4.334 4.664 2.930
C 3.255 4.208 2.179
H 3.740 5.226 0.453
H 2.232 4.178 -1.033
H -2.216 2.036 3.085
H -4.712 2.006 2.625
H -6.573 2.085 0.973
H -6.029 2.141 -1.478
H -3.632 1.948 -2.159
H 1.867 2.084 4.402
H 3.783 2.901 5.765
H 5.361 4.555 4.799
H 5.011 5.398 2.507
O 1.314 3.973 -2.869
C 0.062 3.892 -3.145
O -0.868 4.612 -2.685
C -0.350 2.720 -4.075
O -0.278 2.895 -5.307
O -0.710 1.646 -3.449
C 4.451 0.997 0.329
As 2.585 0.278 0.094
C 2.580 0.603 -1.840
C 3.069 -1.658 0.050
C 4.287 -2.065 -0.704
C 5.544 -2.106 -0.097
C 6.668 -2.534 -0.790
C 6.565 -2.926 -2.120
C 5.325 -2.871 -2.746
C 4.204 -2.442 -2.047
H 5.188 0.474 -0.283
H 4.757 0.956 1.378
H 4.438 2.048 0.023
H 3.485 0.197 -2.299
H 2.528 1.677 -2.044
H 1.701 0.135 -2.282
H 2.171 -2.079 -0.387
H 3.132 -1.968 1.093
H 5.633 -1.803 0.941
H 7.630 -2.564 -0.292
H 7.439 -3.268 -2.661
H 5.230 -3.166 -3.784
H 3.238 -2.408 -2.540
C -0.288 -0.300 -0.490
Ge -1.912 -1.298 -0.288
C -2.769 -1.314 1.513
C -1.876 -1.389 2.589
C -2.322 -1.431 3.902
C -3.685 -1.380 4.177
C -4.590 -1.319 3.124
C -4.133 -1.295 1.808
C -3.187 -1.285 -1.811
C -4.564 -1.055 -1.789
C -5.319 -1.062 -2.959
C -4.710 -1.320 -4.180
C -3.343 -1.567 -4.221
C -2.594 -1.539 -3.054
C -1.595 -3.294 -0.329
C -0.360 -3.923 -0.453
C -0.242 -5.312 -0.459
C -1.372 -6.108 -0.335
C -2.622 -5.504 -0.214
C -2.724 -4.118 -0.214
H -0.808 -1.398 2.383
H -1.609 -1.492 4.717
H -4.042 -1.385 5.200
H -5.654 -1.272 3.329
H -4.865 -1.250 1.011
H -5.073 -0.856 -0.853
H -6.382 -0.848 -2.917
H -5.295 -1.320 -5.091
H -2.857 -1.770 -5.168
H -1.522 -1.707 -3.106
H 0.529 -3.314 -0.548
H 0.734 -5.772 -0.564
H -1.285 -7.189 -0.336
H -3.515 -6.114 -0.125
H -3.706 -3.659 -0.123
```

Density functional theory data (wB97M-V/def2-TZVPD) for a molecular structure, C35H52IrO2P4 in a non-equilibrium geometry.

Properties
LUMO energy (spin up / spin down) in Eh: -0.39537 / -0.55478
Spin multiplicity: 6
Net charge: +4
HOMO level (spin up / spin down) in eV: -15.2 / -18.1
⟨S²⟩: 8.8138
HOMO-LUMO gap (spin up / spin down) in eV: 4.480 / 3.002

```
94
C35H52IrO2P4 | the OMol25 dataset | wB97M-V/def2-TZVPD
Ir -1.047 -0.862 -0.421
P -2.722 0.548 -0.580
P -1.613 -1.562 1.801
P -0.351 -0.552 -2.726
H 1.479 -9.351 -0.465
C 2.263 -8.983 -1.139
C 3.450 -8.564 -0.680
H 3.697 -8.596 0.385
C -4.195 -0.233 -1.329
C -3.440 1.331 0.917
C -2.453 2.054 -1.595
C -0.479 -2.830 2.481
C -1.627 -0.315 3.141
C -3.241 -2.410 1.717
C 1.123 -1.547 -3.175
C 0.106 1.080 -3.433
C -1.687 -1.232 -3.793
H 2.035 -8.990 -2.213
H 4.243 -8.233 -1.358
H -5.019 0.490 -1.329
H -4.490 -1.108 -0.743
H -3.992 -0.549 -2.355
H -4.312 1.932 0.614
H -2.700 2.002 1.372
H -3.775 0.600 1.659
H -2.999 1.992 -2.546
H -1.387 2.200 -1.799
H -2.803 2.944 -1.053
H -0.723 -3.023 3.536
H 0.544 -2.436 2.399
H -0.558 -3.761 1.904
H -2.528 -0.437 3.761
H -1.592 0.699 2.722
H -0.738 -0.467 3.770
H -3.409 -2.965 2.650
H -3.215 -3.117 0.877
H -4.057 -1.693 1.560
H 1.498 -1.240 -4.162
H 0.869 -2.617 -3.189
H 1.897 -1.365 -2.415
H 0.804 0.912 -4.265
H 0.612 1.688 -2.670
H -0.784 1.598 -3.809
H -1.254 -1.538 -4.755
H -2.461 -0.473 -3.958
H -2.118 -2.107 -3.290
C 0.731 -3.341 -0.501
C -0.348 -4.192 -0.858
C -0.127 -5.493 -1.265
C 1.171 -5.999 -1.270
C 2.245 -5.197 -0.870
C 2.052 -3.888 -0.478
O 0.596 -2.057 -0.211
H -1.885 -2.152 -1.002
H -1.366 -3.800 -0.849
H -0.983 -6.094 -1.571
H 1.344 -7.030 -1.573
H 3.245 -5.632 -0.874
H 2.867 -3.238 -0.169
O 0.208 1.257 0.576
P 0.798 2.637 0.786
C 1.956 3.083 -0.512
C 2.187 4.407 -0.894
C 3.164 4.700 -1.855
C 3.924 3.668 -2.410
C 3.706 2.341 -2.024
C 2.719 2.044 -1.084
C -0.475 3.888 1.004
C -0.867 4.753 -0.027
C -1.816 5.746 0.217
C -2.412 5.854 1.476
C -2.075 4.954 2.493
C -1.115 3.973 2.255
C 1.723 2.762 2.334
C 2.256 4.006 2.709
C 2.790 4.165 3.988
C 2.814 3.088 4.877
C 2.345 1.835 4.470
C 1.814 1.657 3.188
H 1.607 5.216 -0.452
H 3.338 5.738 -2.140
H 4.713 3.897 -3.129
H 4.318 1.541 -2.440
H 2.537 1.013 -0.768
H -0.422 4.667 -1.021
H -2.070 6.445 -0.581
H -3.131 6.653 1.676
H -2.540 5.021 3.477
H -0.826 3.291 3.061
H 2.231 4.851 2.020
H 3.175 5.140 4.295
H 3.195 3.226 5.890
H 2.381 1.000 5.165
H 1.455 0.680 2.852
```

Density functional theory data (wB97M-V/def2-TZVPD) for a molecular structure, C14H19ClMoN4O2 in a non-equilibrium geometry.

Properties
LUMO energy (spin up / spin down) in Eh: -0.32922 / -0.38754
Spin multiplicity: 3
Net charge: +2
HOMO level (spin up / spin down) in eV: -15.4 / -15.4
⟨S²⟩: 2.0274
HOMO-LUMO gap (spin up / spin down) in eV: 6.424 / 4.840

```
41
C14H19ClMoN4O2 | the OMol25 dataset | wB97M-V/def2-TZVPD
Cl 1.024 -3.757 -0.347
C -1.376 -0.965 -2.029
C -2.241 -0.651 -0.911
C -2.526 -1.862 -0.218
H -2.712 0.300 -0.729
C -1.859 -2.953 -0.891
C -1.145 -2.384 -2.021
H -0.583 -2.945 -2.740
H -1.056 -0.264 -2.778
H -3.180 -1.985 0.632
C -1.982 -4.393 -0.527
Mo -0.287 -1.590 -0.136
C -0.503 -1.854 1.834
O -0.611 -1.924 2.991
C 1.806 -1.896 -0.412
O 2.971 -1.700 -0.530
H -2.114 -4.519 0.557
H -1.094 -4.968 -0.824
H -2.848 -4.840 -1.035
C 1.513 0.667 1.267
N 0.396 0.616 0.259
C 0.896 1.197 -1.021
N 1.415 2.570 -0.861
C 2.519 2.545 0.142
N 2.050 2.025 1.452
C 0.957 2.903 1.924
N -0.177 2.921 0.965
C -0.674 1.546 0.779
C 0.331 3.429 -0.329
H 2.324 0.021 0.926
H 1.148 0.303 2.238
H 0.083 1.234 -1.757
H 1.706 0.564 -1.408
H 2.889 3.575 0.266
H 3.328 1.905 -0.237
H 0.595 2.538 2.892
H 1.332 3.932 2.032
H -1.509 1.588 0.070
H -1.043 1.174 1.750
H 0.728 4.447 -0.183
H -0.491 3.449 -1.052
```

Density functional theory data (wB97M-V/def2-TZVPD) for a molecular structure, C4H10N2O in a non-equilibrium geometry.

Properties
LUMO energy in Eh: 0.00359
HOMO level in eV: -8.5
HOMO-LUMO gap in eV: 8.604

```
17
C4H10N2O | the OMol25 dataset | wB97M-V/def2-TZVPD
C -0.160 -0.042 1.254
C -0.210 -1.363 0.564
C -0.897 0.399 -0.119
C 0.009 1.134 -1.193
H 1.396 0.419 2.579
H 1.738 0.597 0.805
H -0.863 -0.180 2.191
H 0.625 -1.902 0.041
H -0.533 -2.265 1.325
H -1.044 -1.214 -1.348
H -1.718 1.004 0.072
H 0.631 2.014 -0.732
H -0.520 1.623 -2.032
H 2.032 0.549 -1.672
N 1.060 0.721 1.604
N -1.195 -0.963 -0.387
O 0.843 0.035 -1.598
```

| no. | energy (a.u.) |
| --- | --- |
| 1 | -3217.40043 |
| 2 | -1101.55085 |
| 3 | -2673.47495 |
| 4 | -265.46445 |
| 5 | -6802.04631 |
| 6 | -2983.53473 |
| 7 | -1442.10326 |
| 8 | -343.00468 |